Molecular formula: C7H7ClFHgN2OP
Method: DFT, wB97M-V/def2-TZVPD

Each line ends with the Mulliken charge.
CARTESIAN COORDINATES (ANGSTROEM)
C 3.35 0.76 0.14  -0.55
C 2.06 0.59 -0.37  -0.05
C 1.05 -0.10 0.54  -1.27
C -0.44 -0.01 0.05  1.08
C -0.56 0.05 -1.44  -0.42
N -0.80 0.21 -2.52  -0.31
C -1.15 -1.38 0.47  0.30
F -1.10 -2.30 -0.59  -0.21
C -2.56 -1.17 0.93  -0.32
N -3.57 -1.10 1.41  -0.17
P -1.37 1.43 0.95  0.60
O -2.60 1.90 0.00  -0.38
Cl 0.03 2.97 1.02  -0.07
H 3.40 1.17 1.17  0.30
H 4.25 0.45 -0.42  0.32
H 1.87 0.98 -1.38  0.38
H 1.40 -1.14 0.69  0.53
H 1.12 0.41 1.53  0.60
H -0.55 -1.81 1.29  0.41
H -2.86 1.19 -0.62  0.41
Hg -0.99 -3.13 -2.84  0.80

Output
orbital gap	2.6	eV
total energy	-41078.18854	eV
LUMO level	-13.385	eV
total charge	+2